No. 1
{"formula": "C9H80NO32", "method": "ωB97M-V/def2-TZVPD", "multiplicity": 1, "total_charge": -1, "e_homo_ev": -4.30, "lumo_ev": 1.3, "orbital_gap_ha": 0.2041, "relative_energy_kcal_mol": 15.8, "species": ["H", "H", "O", "H", "O", "H", "H", "H", "H", "O", "H", "H", "H", "H", "H", "H", "H", "H", "O", "H", "O", "H", "N", "H", "H", "H", "H", "O", "H", "H", "H", "H", "H", "H", "H", "O", "H", "H", "O", "H", "H", "C", "H", "O", "O", "O", "H", "H", "C", "H", "O", "H", "H", "H", "H", "O", "H", "O", "H", "C", "H", "O", "H", "O", "H", "H", "H", "H", "C", "H", "C", "H", "H", "H", "H", "O", "H", "H", "C", "C", "H", "H", "O", "H", "O", "H", "O", "O", "O", "H", "O", "H", "H", "H", "H", "H", "O", "H", "H", "O", "C", "H", "H", "H", "H", "H", "O", "H", "O", "H", "H", "H", "H", "H", "O", "H", "O", "O", "H", "O", "C", "O"], "coordinates": [[4.68150, 23.39546, 11.50538], [7.29299, 20.06988, 17.60064], [6.85556, 18.12284, 5.40789], [5.71043, 22.94993, 12.55003], [4.09150, 23.56247, 14.94827], [8.63707, 23.00162, 9.77402], [4.05179, 18.46286, 11.60297], [4.01120, 19.11316, 16.03561], [8.57074, 22.18293, 15.09166], [3.18425, 15.89371, 10.00850], [7.03830, 23.70093, 8.00752], [1.26671, 20.20117, 15.71566], [9.96280, 22.27025, 15.73369], [1.04900, 19.88376, 8.25662], [4.00615, 20.16586, 12.32534], [7.62594, 21.10240, 12.79336], [8.83125, 18.67968, 6.10391], [9.58860, 19.42469, 12.77010], [7.54389, 16.77788, 8.02977], [10.50523, 21.41773, 11.40026], [10.85392, 20.89071, 12.12765], [6.01018, 18.58808, 5.43765], [5.86550, 19.06155, 10.58881], [6.42990, 21.60263, 4.81905], [4.04035, 16.22081, 13.04367], [8.12872, 20.59974, 11.11964], [4.44211, 19.10678, 7.49625], [5.89353, 21.16862, 4.14867], [9.41946, 18.52782, 11.54157], [3.75789, 21.05870, 8.79968], [8.43852, 19.04962, 9.86294], [9.02076, 18.82920, 15.51842], [8.93060, 20.17457, 6.37879], [3.47986, 18.09808, 15.01916], [5.35745, 21.01716, 16.19433], [4.12104, 22.82743, 6.16883], [11.25312, 20.12721, 11.69710], [7.22510, 17.25844, 8.82750], [3.53503, 17.08360, 5.67481], [1.82808, 20.82858, 11.54737], [8.53468, 24.53651, 9.82958], [4.83536, 20.79108, 11.99526], [9.38702, 19.02500, 8.64377], [1.58184, 20.91449, 15.15345], [6.99993, 20.64528, 16.88886], [5.73111, 14.92447, 10.51570], [5.24472, 15.15331, 11.32432], [8.12010, 16.64139, 11.30898], [4.76260, 18.61990, 8.43050], [3.39947, 22.02715, 11.14790], [2.15995, 23.81741, 7.98682], [7.80711, 21.11154, 16.60545], [6.93688, 23.72985, 15.45762], [7.21607, 19.92870, 8.33798], [4.87648, 22.41361, 10.29735], [8.61494, 15.84040, 11.53632], [5.58677, 15.68492, 8.01056], [6.88250, 18.09026, 10.41193], [8.16624, 15.49358, 12.31187], [6.11621, 19.95380, 11.76724], [3.19683, 17.22200, 11.24578], [9.18180, 21.71065, 15.68822], [5.47997, 18.41876, 13.26483], [7.25176, 23.41573, 14.60156], [9.01873, 18.10927, 14.18650], [4.28008, 24.44338, 14.61597], [4.98687, 21.40670, 4.37832], [3.20459, 15.14707, 10.61521], [5.32818, 19.70777, 9.34867], [3.81313, 15.64614, 9.29784], [6.37879, 20.55977, 8.64472], [3.26088, 19.92513, 10.02381], [7.03296, 21.85993, 11.30508], [6.93452, 24.89095, 7.04524], [7.27710, 17.34590, 7.29847], [9.34718, 19.28730, 9.57578], [5.98042, 21.10769, 7.78945], [2.87957, 17.78424, 5.60746], [4.33854, 21.59283, 10.77964], [6.33117, 19.04220, 12.99957], [9.95397, 20.88238, 9.41524], [7.86332, 24.09617, 14.29837], [4.70027, 15.44686, 7.69791], [5.50426, 17.95914, 7.99288], [9.27991, 19.32561, 6.66398], [6.44632, 15.57218, 10.47038], [8.11181, 23.76210, 9.44923], [9.61591, 18.50046, 12.48689], [3.56913, 18.25309, 15.96571], [1.20610, 18.97588, 7.05598], [1.23105, 17.25454, 8.61014], [6.94152, 17.83364, 4.49531], [4.91793, 15.00786, 13.36259], [6.58483, 19.61783, 13.89310], [0.87800, 17.78700, 9.32978], [2.43717, 20.60544, 14.83672], [4.47224, 20.93622, 15.80167], [0.83813, 21.30362, 12.60136], [4.52369, 16.06262, 6.97328], [5.12535, 23.67474, 12.33216], [7.31166, 20.90767, 11.77151], [2.33985, 22.98773, 7.53085], [4.21234, 22.99339, 14.18116], [4.97599, 23.10996, 6.53022], [10.07605, 22.15162, 8.53528], [7.24581, 18.46348, 12.86782], [8.89306, 17.95751, 15.13839], [3.46526, 23.39921, 6.58731], [10.09341, 21.86108, 9.45196], [5.02290, 21.50843, 12.78041], [6.88974, 21.23354, 9.33295], [3.48333, 16.61720, 4.83480], [2.12048, 16.99515, 8.91476], [2.74014, 23.80225, 8.75388], [1.20629, 19.90510, 7.30891], [4.20963, 21.83965, 15.59817], [3.43399, 17.81095, 11.98249], [1.05982, 20.54526, 12.05109], [3.84844, 18.15416, 8.78161], [6.71075, 23.96026, 7.12060], [4.09342, 20.56456, 9.71308], [4.13673, 15.27150, 12.86563]], "lowdin_charge": [0.0143, 0.0611, -0.0399, -0.0099, -0.0564, 0.0178, 0.0023, -0.0117, 0.0083, -0.0843, 0.0009, 0.0405, 0.0612, 0.0183, 0.1089, 0.0802, 0.0223, 0.0213, -0.0769, 0.0019, -0.0556, 0.0389, -0.1446, 0.0209, 0.0200, 0.0545, 0.0845, -0.0607, 0.0143, 0.1093, 0.0111, 0.0035, 0.0432, 0.0165, 0.0069, -0.0664, 0.0475, -0.0079, -0.0317, -0.0127, 0.0595, -0.1154, 0.0282, -0.0567, -0.0509, -0.0598, -0.0099, -0.0137, -0.0099, 0.1080, -0.0408, -0.0042, 0.0685, 0.0635, 0.1086, -0.0528, 0.0214, -0.2604, 0.0356, -0.4444, 0.0053, -0.0588, 0.0712, -0.0322, -0.0179, 0.0467, 0.0196, 0.0545, -0.4529, 0.0240, -0.0003, 0.1093, 0.0613, 0.0439, -0.0231, -0.0857, 0.0788, 0.0489, -0.1987, -0.0134, 0.0146, 0.0682, -0.0604, 0.0471, -0.0454, 0.0063, -0.0654, -0.0700, -0.0695, 0.0051, -0.0644, 0.0622, 0.0568, 0.0762, 0.0393, 0.0026, -0.0686, 0.0296, -0.0018, -0.0799, -0.0249, 0.0181, 0.0084, -0.0038, 0.0569, 0.0549, -0.0663, -0.0050, -0.0843, 0.0805, 0.0585, 0.0595, -0.0057, 0.0411, -0.0665, -0.0055, -0.0754, -0.0484, 0.0675, -0.0719, -0.1404, -0.0563]}

=====

No. 2
{"formula": "C20H22F3N3O", "method": "ωB97M-V/def2-TZVPD", "multiplicity": 1, "total_charge": 0, "e_homo_ev": -7.60, "lumo_ev": 0.7, "smiles": "CC(=O)Nc1ccc(CN2CCN(c3cccc(C(F)(F)F)c3)CC2)cc1", "orbital_gap_ha": 0.3064, "relative_energy_kcal_mol": 0.0, "species": ["H", "C", "H", "H", "C", "H", "H", "H", "C", "C", "C", "H", "N", "C", "F", "C", "C", "H", "H", "H", "F", "C", "O", "H", "C", "C", "H", "C", "C", "C", "H", "H", "H", "F", "N", "C", "H", "C", "N", "H", "C", "H", "C", "H", "C", "H", "H", "H", "C"], "coordinates": [[3.49842, -1.23406, 2.03672], [2.80846, 1.32847, -1.46210], [3.19511, -0.80058, -1.45831], [-1.53757, -0.19460, -3.28988], [-1.12005, -1.55284, 0.78058], [-0.44160, 2.28504, 0.81506], [-2.95458, -1.19435, 1.57516], [2.14571, 2.93678, 0.90553], [-0.64883, 1.72230, -0.08056], [-0.32760, -2.05047, -0.24780], [-1.29353, 0.35337, -2.39363], [-5.04976, -2.34055, 1.01774], [1.69212, 1.49975, -0.56812], [-4.80547, -1.80080, 0.10532], [-3.00667, 1.28092, 1.70037], [-2.31739, 0.80497, -1.57720], [-0.50375, -0.99709, 1.90043], [-5.42331, -2.17128, -0.70735], [4.65586, 0.20261, -1.46275], [-5.01477, -0.74396, 0.25804], [-2.87638, 3.25843, 0.87233], [0.02675, 0.56725, -2.06585], [-2.97556, -2.46044, -1.30300], [1.33212, -0.49877, 2.85799], [0.39178, 1.26340, -0.90071], [-3.34586, -1.99692, -0.24871], [1.64447, -2.36536, -0.96688], [1.04858, -1.95520, -0.16397], [-3.02247, 1.96793, 0.52816], [3.64291, 0.10409, -1.04728], [1.36421, 1.44383, 1.47747], [-0.79274, -2.50588, -1.10488], [3.58757, 1.07355, 2.14998], [-4.27494, 1.83835, 0.06517], [3.74181, -0.01861, 0.39973], [1.67273, -1.36891, 0.92940], [2.47017, 1.23350, -2.49167], [3.48542, 1.22854, 1.07465], [-2.51485, -1.59472, 0.75730], [4.27102, 1.92656, 0.76558], [0.87164, -0.91376, 1.97141], [-1.11079, -0.62751, 2.71510], [-1.97072, 1.48351, -0.41973], [0.78593, 0.16598, -2.71737], [3.17560, -1.22095, 0.99128], [-3.34908, 0.62958, -1.83249], [3.42685, 2.23304, -1.40207], [3.64676, -2.06910, 0.48518], [2.09628, 1.84499, 0.77663]], "lowdin_charge": [0.1213, -0.1304, 0.1034, 0.1143, -0.2221, 0.1206, 0.1333, 0.1272, 0.0410, -0.0064, -0.0650, 0.0849, -0.0827, 0.0094, 0.1134, -0.0380, -0.0198, 0.0856, 0.1178, 0.0714, 0.1431, -0.0220, 0.0621, 0.1163, -0.2068, -0.5244, 0.1122, -0.0349, -0.5730, -0.1431, 0.0901, 0.1046, 0.1212, 0.1312, -0.1619, -0.2108, 0.1129, -0.1568, 0.1274, 0.1169, -0.0566, 0.1142, -0.1363, 0.1048, -0.1398, 0.1168, 0.1241, 0.1250, -0.1356]}